The following is a DFT calculation (ωB97M-V/def2-TZVPD) of the ion H2O2P with charge -1 in a non-equilibrium geometry.

As for the total charge: -1. As for the SMILES: O=[PH2][O-]. The value obtained for the total energy is -493.04345 Eh.

Last column: Löwdin charge in e.
Positions of all 5 atoms, in Å:
O (1.10, -1.68, 0.14)  -0.551
P (0.74, -0.26, -0.02)  0.460
O (2.18, 1.01, 0.00)  -0.769
H (-0.06, 0.20, 1.04)  -0.071
H (-0.21, -0.10, -1.05)  -0.068